(1)
This record from the Open Molecules 2025 dataset describes a structure of composition C7H11BrF9MnNO10S3 in a non-equilibrium geometry. The level of theory is ωB97M-V with the def2-TZVPD basis set.

Each line ends with the Löwdin charge.
Cartesian coordinates (Å):
Mn  1.23  0.04  -1.61  0.650
C  -3.71  -1.36  3.23  -0.665
F  -4.67  -1.81  4.10  0.071
F  -2.50  -1.72  3.62  0.118
F  -3.91  -1.76  1.99  0.139
S  -3.64  0.48  3.51  0.456
O  -2.34  0.89  2.97  -0.359
O  -4.75  0.94  2.69  -0.358
O  -3.82  0.69  4.94  -0.336
C  0.69  -4.09  -1.62  -0.702
F  1.07  -3.99  -2.91  0.111
F  -0.58  -3.73  -1.43  0.136
F  0.79  -5.39  -1.31  0.112
S  1.75  -3.17  -0.65  0.471
O  1.81  -1.94  -1.35  -0.361
O  0.95  -3.06  0.65  -0.337
O  2.99  -3.83  -0.58  -0.253
C  4.08  3.03  -2.02  -0.675
F  4.90  3.92  -1.49  0.125
F  2.82  3.42  -1.59  0.076
F  4.11  3.01  -3.33  0.173
S  4.44  1.46  -1.24  0.523
O  5.52  0.92  -2.02  -0.276
O  4.68  1.68  0.16  -0.286
O  3.12  0.78  -1.42  -0.410
Br  0.12  0.19  -3.97  -0.152
C  -3.01  0.29  -0.37  -0.034
C  -1.55  0.60  -0.84  -0.336
C  -0.80  1.38  0.30  -0.161
O  0.58  1.42  0.01  -0.289
C  1.33  1.99  1.00  -0.118
N  -0.73  -0.70  -0.93  -0.007
H  -3.59  1.26  -0.30  0.107
H  -2.87  0.01  0.68  0.041
H  -3.60  -0.35  -0.91  0.048
H  -1.53  1.12  -1.74  0.059
H  -0.87  0.71  1.24  0.133
H  -1.15  2.40  0.49  0.143
H  1.32  3.12  0.93  0.109
H  2.39  1.70  0.88  0.077
H  0.95  1.71  2.01  0.110
H  -1.14  -1.10  -1.72  0.019
H  -0.87  -1.19  -0.04  0.108

Computed properties:
E, a.u.: -6899.1221
Frontier orbital gap (spin up / spin down), eV: 8.72 / 8.99
HOMO level (spin up / spin down), eV: -4.15 / -4.43
Net charge: -2
2S+1: 6
E_LUMO (spin up / spin down), eV: 4.6 / 4.6

---

(2)
This record from the Open Molecules 2025 dataset describes a cluster of 3 separate species, C12H25F2INO8PSi in total. The level of theory is ωB97M-V with the def2-TZVPD basis set.

Each line ends with the Löwdin charge.
Cartesian coordinates (Å):
N  8.33  -0.59  -0.05  -0.264
P  7.29  -0.31  1.30  0.652
O  6.96  -1.92  1.57  -0.376
Si  5.43  0.37  0.19  0.082
I  5.59  -0.01  -2.23  0.507
C  3.94  -0.48  0.96  -0.308
C  2.61  -0.36  0.21  -0.261
F  2.62  -1.17  -0.93  -0.104
C  5.38  2.26  0.37  -0.257
C  4.87  2.72  1.70  -0.527
O  4.75  2.10  2.70  0.128
F  4.53  4.03  1.68  0.088
H  9.19  -1.00  0.30  0.027
H  8.60  0.33  -0.41  0.019
H  6.28  -2.00  2.25  0.039
H  4.17  -1.55  1.01  0.078
H  3.79  -0.12  1.99  0.079
H  2.39  0.67  -0.10  0.114
H  1.79  -0.70  0.85  0.113
H  6.41  2.63  0.28  0.094
H  4.83  2.73  -0.45  0.079
C  -3.62  -0.83  1.28  -0.059
C  -2.45  -1.65  0.80  -0.207
O  -1.31  -1.54  1.68  0.030
C  -1.39  -2.24  2.81  -0.615
O  -2.29  -2.96  3.15  0.125
O  -0.28  -2.00  3.52  -0.003
C  -0.23  -2.67  4.78  -0.039
H  -3.33  0.21  1.41  0.084
H  -4.42  -0.88  0.54  0.078
H  -4.01  -1.20  2.23  0.075
H  -2.08  -1.28  -0.15  0.121
H  -2.71  -2.70  0.69  0.124
H  -0.38  -3.74  4.66  0.096
H  -0.99  -2.27  5.45  0.098
H  0.76  -2.47  5.19  0.092
C  -6.97  3.13  -3.31  -0.065
C  -5.49  3.16  -3.02  -0.209
O  -5.01  1.89  -2.52  0.034
C  -4.85  0.94  -3.43  -0.615
O  -5.02  1.05  -4.62  0.125
O  -4.45  -0.17  -2.81  -0.005
C  -4.28  -1.30  -3.67  -0.036
H  -7.53  2.83  -2.41  0.082
H  -7.31  4.12  -3.60  0.080
H  -7.21  2.43  -4.11  0.076
H  -5.26  3.87  -2.23  0.122
H  -4.91  3.43  -3.91  0.123
H  -3.61  -1.07  -4.49  0.097
H  -5.25  -1.63  -4.06  0.099
H  -3.85  -2.08  -3.05  0.090

Computed properties:
E, a.u.: -2257.3054
Frontier orbital gap, eV: 8.53
HOMO level, eV: -8.17
Structure (SMILES): NP(O)[Si@@](I)(CCF)CC(=O)F.CCOC(=O)OC.CCOC(=O)OC
E_LUMO, eV: 0.4

---

(3)
This record from the Open Molecules 2025 dataset describes a structure of composition C10H16Cl3NO4Tc in a non-equilibrium geometry. The level of theory is ωB97M-V with the def2-TZVPD basis set.

Each line ends with the Löwdin charge.
Cartesian coordinates (Å):
C  -0.77  0.69  -1.61  -0.459
C  -0.90  -0.62  -2.23  -0.247
C  0.38  -1.19  -2.37  -0.305
C  -2.16  -1.19  -2.73  -0.096
C  1.35  -0.27  -1.91  -0.275
C  0.69  0.92  -1.42  -0.430
C  1.34  2.27  -1.46  -0.085
C  -1.75  1.79  -1.81  -0.103
C  0.65  -2.54  -2.92  -0.072
C  2.82  -0.43  -2.01  -0.060
Tc  -0.19  0.24  0.42  1.122
Cl  -1.91  -3.01  -0.09  -0.502
Cl  -2.35  -0.18  0.87  -0.012
Cl  0.58  -1.92  0.52  -0.008
H  -3.00  -0.51  -2.57  0.066
H  -2.38  -2.11  -2.17  -0.031
H  -2.09  -1.47  -3.79  0.079
H  -0.09  -3.25  -2.55  0.058
H  1.63  -2.89  -2.60  0.064
H  0.63  -2.55  -4.02  0.068
H  3.16  -1.36  -1.54  0.073
H  3.32  0.40  -1.50  0.066
H  3.15  -0.43  -3.06  0.084
H  2.32  2.25  -0.98  0.063
H  0.72  3.01  -0.94  0.053
H  1.49  2.59  -2.50  0.075
H  -2.76  1.43  -1.58  0.048
H  -1.74  2.13  -2.86  0.074
H  -1.54  2.64  -1.17  0.059
O  -0.37  2.04  1.00  -0.466
H  -0.61  2.21  1.94  -0.022
O  -0.58  1.38  3.52  -0.056
N  0.06  0.32  3.39  -0.494
O  0.15  -0.56  4.24  0.023
O  0.77  0.14  2.25  -0.350

Computed properties:
E, a.u.: -2207.6614
Frontier orbital gap (spin up / spin down), eV: 5.55 / 5.66
HOMO level (spin up / spin down), eV: -0.23 / -0.34
Net charge: -2
2S+1: 4
E_LUMO (spin up / spin down), eV: 5.3 / 5.3

---

(4)
This record from the Open Molecules 2025 dataset describes a structure of composition C2H5PSi in a non-equilibrium geometry. The level of theory is ωB97M-V with the def2-TZVPD basis set.

Each line ends with the Löwdin charge.
Cartesian coordinates (Å):
C  0.35  -0.17  -0.72  -0.693
C  0.25  -0.04  0.85  -0.593
Si  -1.02  0.97  -0.04  0.536
P  1.79  0.64  -0.06  0.704
H  0.20  -1.51  -1.41  0.165
H  0.26  -0.72  1.77  0.081
H  -0.93  2.49  -0.20  -0.042
H  -2.18  0.20  -0.18  -0.099
H  2.59  -0.55  0.29  -0.059

Computed properties:
E, a.u.: -709.7146
Frontier orbital gap (spin up / spin down), eV: 5.06 / 6.70
HOMO level (spin up / spin down), eV: -4.53 / -9.74
2S+1: 3
E_LUMO (spin up / spin down), eV: 0.5 / -3.0

---

(5)
This record from the Open Molecules 2025 dataset describes a structure of composition C17H25F3IrN6O8 in a non-equilibrium geometry. The level of theory is ωB97M-V with the def2-TZVPD basis set.

Each line ends with the Löwdin charge.
Cartesian coordinates (Å):
Ir  0.29  -0.52  -0.31  1.377
N  -2.37  -0.46  -1.07  0.034
C  -3.33  -0.94  -0.14  -0.157
C  -4.61  -0.20  0.17  -0.170
C  -4.62  1.32  0.09  -0.165
C  -3.75  2.04  1.10  -0.160
N  -4.19  1.83  2.48  0.110
C  -3.38  1.88  3.54  -0.423
N  -2.08  2.12  3.39  0.237
N  -3.88  1.69  4.77  0.216
C  -2.08  -1.39  1.87  -0.451
O  -2.92  -1.28  2.64  0.220
O  -0.99  -1.62  1.45  0.043
H  -2.50  0.51  -1.32  0.085
H  -2.24  -1.04  -1.89  0.103
H  -3.45  -2.02  -0.18  0.127
H  -4.97  -0.54  1.15  0.111
H  -5.34  -0.57  -0.56  0.134
H  -5.66  1.66  0.18  0.127
H  -4.30  1.65  -0.90  0.122
H  -3.76  3.11  0.89  0.137
H  -2.74  1.70  1.00  0.073
H  -5.17  1.68  2.65  0.166
H  -1.65  2.22  2.49  0.082
H  -1.46  2.10  4.18  0.129
H  -4.85  1.47  4.91  0.134
H  -3.29  1.71  5.58  0.134
C  3.98  -2.73  2.24  -0.036
C  4.20  -1.26  2.58  -0.132
C  4.19  -0.33  1.32  -0.244
C  5.35  -0.66  0.37  -0.151
C  5.74  0.42  -0.65  -0.035
C  4.20  1.11  1.90  -0.238
O  5.17  1.79  1.93  0.378
N  3.00  1.52  2.48  0.253
C  1.75  0.97  2.23  -0.489
O  0.77  1.37  2.81  0.120
N  1.73  -0.01  1.23  0.054
C  2.85  -0.49  0.65  -0.444
O  2.68  -1.11  -0.41  0.000
H  4.00  -3.31  3.16  0.099
H  4.75  -3.12  1.57  0.092
H  3.00  -2.89  1.77  0.088
H  5.17  -1.13  3.06  0.138
H  3.44  -0.94  3.29  0.125
H  5.03  -1.54  -0.19  0.132
H  6.21  -0.96  0.96  0.138
H  4.90  0.73  -1.27  0.097
H  6.54  0.06  -1.29  0.099
H  6.12  1.30  -0.14  0.076
H  3.00  2.38  3.01  0.191
O  1.02  -3.22  -1.72  0.193
C  0.53  -2.32  -1.29  -0.171
F  0.98  4.07  0.49  0.178
C  0.04  3.64  -0.35  -0.576
F  0.24  4.14  -1.54  0.210
F  -1.15  4.03  0.11  0.164
C  0.11  2.10  -0.37  -0.554
O  0.93  1.53  -1.12  -0.014
O  -0.65  1.44  0.39  -0.115

Computed properties:
E, a.u.: -1996.5852
Frontier orbital gap (spin up / spin down), eV: 6.89 / 3.93
HOMO level (spin up / spin down), eV: -13.07 / -14.98
Net charge: +2
2S+1: 6
E_LUMO (spin up / spin down), eV: -6.2 / -11.0

---

(6)
This record from the Open Molecules 2025 dataset describes a cluster of 2 separate species, CH6BN in total in a non-equilibrium geometry. The level of theory is ωB97M-V with the def2-TZVPD basis set.

Each line ends with the Löwdin charge.
Cartesian coordinates (Å):
B  1.33  -0.42  0.04  -0.164
C  -1.14  0.06  -0.06  -0.113
N  0.26  0.50  -0.05  -0.051
H  2.84  -0.01  -0.09  0.067
H  1.02  -1.47  0.47  0.004
H  -1.65  -0.22  -0.92  0.057
H  -1.26  -0.72  0.64  0.057
H  -1.70  0.91  0.42  0.097
H  0.30  1.36  -0.45  0.047

Computed properties:
E, a.u.: -121.2623
Frontier orbital gap, eV: 11.23
HOMO level, eV: -10.37
E_LUMO, eV: 0.9

---

Question: Among the records above, which one has the lowest E?
Answer: C7H11BrF9MnNO10S3

---

Repeat the first record exactly.
This record from the Open Molecules 2025 dataset describes a structure of composition C7H11BrF9MnNO10S3 in a non-equilibrium geometry. The level of theory is ωB97M-V with the def2-TZVPD basis set.

Each line ends with the Löwdin charge.
Cartesian coordinates (Å):
Mn  1.23  0.04  -1.61  0.650
C  -3.71  -1.36  3.23  -0.665
F  -4.67  -1.81  4.10  0.071
F  -2.50  -1.72  3.62  0.118
F  -3.91  -1.76  1.99  0.139
S  -3.64  0.48  3.51  0.456
O  -2.34  0.89  2.97  -0.359
O  -4.75  0.94  2.69  -0.358
O  -3.82  0.69  4.94  -0.336
C  0.69  -4.09  -1.62  -0.702
F  1.07  -3.99  -2.91  0.111
F  -0.58  -3.73  -1.43  0.136
F  0.79  -5.39  -1.31  0.112
S  1.75  -3.17  -0.65  0.471
O  1.81  -1.94  -1.35  -0.361
O  0.95  -3.06  0.65  -0.337
O  2.99  -3.83  -0.58  -0.253
C  4.08  3.03  -2.02  -0.675
F  4.90  3.92  -1.49  0.125
F  2.82  3.42  -1.59  0.076
F  4.11  3.01  -3.33  0.173
S  4.44  1.46  -1.24  0.523
O  5.52  0.92  -2.02  -0.276
O  4.68  1.68  0.16  -0.286
O  3.12  0.78  -1.42  -0.410
Br  0.12  0.19  -3.97  -0.152
C  -3.01  0.29  -0.37  -0.034
C  -1.55  0.60  -0.84  -0.336
C  -0.80  1.38  0.30  -0.161
O  0.58  1.42  0.01  -0.289
C  1.33  1.99  1.00  -0.118
N  -0.73  -0.70  -0.93  -0.007
H  -3.59  1.26  -0.30  0.107
H  -2.87  0.01  0.68  0.041
H  -3.60  -0.35  -0.91  0.048
H  -1.53  1.12  -1.74  0.059
H  -0.87  0.71  1.24  0.133
H  -1.15  2.40  0.49  0.143
H  1.32  3.12  0.93  0.109
H  2.39  1.70  0.88  0.077
H  0.95  1.71  2.01  0.110
H  -1.14  -1.10  -1.72  0.019
H  -0.87  -1.19  -0.04  0.108

Computed properties:
E, a.u.: -6899.1221
Frontier orbital gap (spin up / spin down), eV: 8.72 / 8.99
HOMO level (spin up / spin down), eV: -4.15 / -4.43
Net charge: -2
2S+1: 6
E_LUMO (spin up / spin down), eV: 4.6 / 4.6

---

Question: Which formula does entry 5 have?
Answer: C17H25F3IrN6O8